Here is the molecule C2H2N2O2S in a non-equilibrium geometry from the Open Molecules 2025 dataset. Energies are from ωB97M-V with the def2-TZVPD basis set.

The geometry in XYZ format:
```
9
Properties=species:S:1:pos:R:3:nbo_charge:R:1
O -1.6841 -0.5879 -0.4738 -0.517
N -0.6859 -0.3562 0.4072 0.080
C -0.3901 0.9462 0.1326 0.264
N 0.8781 1.1560 -0.2225 -0.444
C 1.4464 -0.0072 -0.0592 0.333
S 3.1142 -0.3090 -0.0955 -0.128
O 0.6528 -1.0068 0.1659 -0.322
H -2.1719 -1.5436 -0.2057 0.500
H -1.1596 1.7085 0.3510 0.234
```

Calculated values
Calculated total energy (Eh): -735.4240
Kohn-Sham gap (eV): 7.317
Relative energy (zero: lowest compared OMol25 entry of this formula, charge and spin) (kJ/mol): 428.6
Net charge: 0
SMILES: On1cnc(=S)o1
2S+1: 1